C85H196N10O15 | ωB97M-V/def2-TZVPD

- Highest occupied orbital energy: -8.01 eV
- Relative energy (zero: lowest compared OMol25 entry of this formula, charge and spin): 0.0 kJ/mol

CARTESIAN COORDINATES (ANGSTROEM)
C (0.81, -4.08, -4.23)
C (-0.62, -4.15, -3.68)
O (-1.41, -3.67, -4.76)
H (0.97, -3.12, -4.75)
H (0.94, -4.77, -5.07)
H (1.53, -4.28, -3.44)
H (-0.82, -3.54, -2.82)
H (-0.85, -5.17, -3.36)
H (-2.28, -4.12, -4.71)
C (0.30, -4.35, 3.71)
C (-0.74, -3.48, 4.40)
O (-1.90, -3.50, 3.61)
H (1.28, -4.21, 4.10)
H (0.29, -4.24, 2.65)
H (0.01, -5.37, 3.92)
H (-0.38, -2.42, 4.54)
H (-1.09, -3.87, 5.38)
H (-2.26, -2.58, 3.71)
C (-1.63, -4.03, 0.01)
C (-1.72, -5.38, 0.62)
O (-2.66, -5.62, 1.66)
H (-1.50, -3.22, 0.70)
H (-2.46, -3.88, -0.71)
H (-0.66, -4.04, -0.55)
H (-0.73, -5.64, 0.98)
H (-1.93, -6.14, -0.12)
H (-2.38, -5.06, 2.41)
C (-1.09, 5.45, -4.39)
C (-0.01, 4.38, -4.50)
O (-0.50, 3.24, -5.10)
H (-1.62, 5.55, -5.34)
H (-0.58, 6.34, -4.03)
H (-1.84, 5.18, -3.63)
H (0.42, 4.18, -3.51)
H (0.84, 4.77, -5.12)
H (0.08, 2.49, -4.92)
C (1.14, 1.79, 4.68)
C (0.96, 3.29, 4.82)
O (-0.48, 3.52, 4.55)
H (2.15, 1.50, 4.94)
H (0.78, 1.56, 3.66)
H (0.44, 1.25, 5.32)
H (1.60, 3.86, 4.13)
H (1.20, 3.56, 5.82)
H (-0.69, 4.32, 4.03)
C (8.85, 1.13, -0.43)
C (8.28, -0.29, -0.73)
C (9.02, -1.40, 0.01)
C (8.17, -2.70, 0.05)
C (6.80, -2.49, 0.71)
C (6.00, -1.34, 0.12)
N (6.89, -0.21, -0.17)
O (6.17, 0.87, -0.60)
C (5.18, -1.74, -1.11)
C (4.97, -0.90, 1.19)
C (8.22, -0.52, -2.25)
H (8.21, 1.88, -0.86)
H (9.82, 1.16, -0.90)
H (8.94, 1.24, 0.65)
H (9.99, -1.56, -0.46)
H (9.25, -1.03, 1.03)
H (8.68, -3.48, 0.58)
H (8.06, -3.08, -0.98)
H (6.96, -2.27, 1.77)
H (6.19, -3.41, 0.67)
H (5.78, -2.16, -1.91)
H (4.41, -2.48, -0.91)
H (4.64, -0.85, -1.44)
H (4.48, 0.04, 0.93)
H (4.25, -1.72, 1.35)
H (5.53, -0.64, 2.09)
H (9.22, -0.80, -2.66)
H (7.89, 0.40, -2.80)
H (7.58, -1.38, -2.57)
H (5.90, 0.77, -1.56)
C (6.62, -2.38, 9.02)
C (5.56, -3.13, 8.15)
C (4.44, -3.57, 9.07)
C (3.20, -4.08, 8.31)
C (2.66, -3.02, 7.40)
C (3.78, -2.49, 6.40)
N (4.96, -2.17, 7.21)
O (5.97, -1.53, 6.39)
C (3.99, -3.48, 5.24)
C (3.27, -1.13, 5.75)
C (6.24, -4.31, 7.43)
H (6.26, -1.43, 9.46)
H (7.52, -2.16, 8.44)
H (6.97, -2.95, 9.89)
H (4.89, -4.28, 9.78)
H (4.11, -2.71, 9.62)
H (2.46, -4.40, 9.04)
H (3.47, -4.98, 7.78)
H (2.24, -2.13, 7.87)
H (1.89, -3.49, 6.76)
H (3.14, -3.49, 4.57)
H (4.82, -3.11, 4.62)
H (4.24, -4.48, 5.52)
H (3.36, -0.39, 6.55)
H (3.92, -0.88, 4.92)
H (2.25, -1.19, 5.42)
H (5.52, -4.90, 6.92)
H (6.78, -4.96, 8.15)
H (6.90, -3.98, 6.59)
H (6.27, -2.15, 5.71)
C (-4.45, -0.17, -6.79)
C (-4.20, 1.09, -5.96)
C (-3.79, 2.27, -6.88)
C (-3.63, 3.53, -6.01)
C (-4.90, 3.92, -5.30)
C (-5.42, 2.73, -4.44)
N (-5.47, 1.50, -5.27)
O (-6.07, 0.46, -4.45)
C (-4.61, 2.63, -3.13)
C (-6.87, 3.08, -4.09)
C (-3.00, 0.76, -5.05)
H (-4.85, -0.93, -6.14)
H (-3.49, -0.56, -7.17)
H (-5.09, 0.10, -7.60)
H (-2.88, 1.91, -7.28)
H (-4.61, 2.37, -7.63)
H (-3.24, 4.32, -6.70)
H (-2.82, 3.38, -5.29)
H (-5.66, 3.93, -6.08)
H (-4.77, 4.84, -4.72)
H (-4.81, 3.49, -2.46)
H (-4.85, 1.72, -2.56)
H (-3.53, 2.59, -3.26)
H (-6.95, 4.15, -3.85)
H (-7.52, 2.71, -4.86)
H (-7.21, 2.58, -3.18)
H (-3.25, -0.04, -4.36)
H (-2.58, 1.62, -4.50)
H (-2.17, 0.46, -5.70)
H (-5.40, 0.26, -3.76)
C (0.95, -1.09, 2.12)
C (0.77, -0.48, 0.71)
C (1.26, -1.47, -0.36)
C (0.77, -1.05, -1.73)
C (-0.74, -1.05, -1.72)
C (-1.36, -0.03, -0.73)
N (-0.72, -0.32, 0.55)
O (-1.16, 0.58, 1.49)
C (-1.15, 1.45, -1.25)
C (-2.88, -0.21, -0.39)
C (1.45, 0.90, 0.65)
H (0.69, -2.16, 2.09)
H (0.24, -0.63, 2.83)
H (1.95, -0.99, 2.52)
H (2.33, -1.61, -0.19)
H (0.71, -2.38, -0.08)
H (1.10, -1.79, -2.43)
H (1.18, -0.07, -2.06)
H (-1.11, -1.99, -1.37)
H (-1.10, -0.76, -2.74)
H (-2.08, 1.79, -1.72)
H (-0.99, 2.22, -0.50)
H (-0.42, 1.54, -2.06)
H (-3.22, 0.56, 0.27)
H (-3.53, -0.20, -1.25)
H (-2.95, -1.16, 0.13)
H (1.20, 1.61, 1.49)
H (1.18, 1.44, -0.26)
H (2.53, 0.72, 0.63)
H (-1.06, 1.52, 1.22)
C (-4.61, -7.51, -3.77)
C (-3.84, -6.51, -4.60)
C (-4.48, -6.30, -5.99)
C (-5.80, -5.50, -5.90)
C (-5.57, -4.18, -5.20)
C (-4.84, -4.31, -3.82)
N (-3.69, -5.25, -3.89)
O (-3.14, -5.45, -2.59)
C (-4.33, -2.96, -3.29)
C (-5.80, -4.84, -2.77)
C (-2.41, -7.16, -4.79)
H (-4.28, -7.54, -2.71)
H (-4.49, -8.57, -4.09)
H (-5.65, -7.34, -3.72)
H (-3.74, -5.76, -6.60)
H (-4.58, -7.28, -6.51)
H (-6.52, -6.11, -5.34)
H (-6.14, -5.27, -6.90)
H (-6.48, -3.64, -5.01)
H (-5.01, -3.51, -5.86)
H (-3.90, -3.14, -2.31)
H (-3.59, -2.50, -3.95)
H (-5.23, -2.28, -3.25)
H (-5.31, -5.08, -1.83)
H (-6.52, -4.06, -2.55)
H (-6.47, -5.69, -3.06)
H (-2.54, -7.99, -5.50)
H (-1.95, -7.51, -3.84)
H (-1.76, -6.41, -5.28)
H (-3.81, -5.82, -2.01)
C (7.02, 4.63, -0.41)
C (6.60, 4.96, 1.04)
C (5.65, 6.17, 1.15)
C (5.01, 6.26, 2.52)
C (4.28, 5.01, 2.91)
C (5.22, 3.77, 2.81)
N (5.91, 3.71, 1.55)
O (6.77, 2.58, 1.58)
C (6.23, 3.72, 4.04)
C (4.29, 2.56, 2.83)
C (7.90, 5.22, 1.81)
H (6.09, 4.20, -0.81)
H (7.84, 3.95, -0.39)
H (7.31, 5.59, -0.83)
H (6.20, 7.08, 0.83)
H (4.85, 5.98, 0.45)
H (4.34, 7.15, 2.54)
H (5.74, 6.52, 3.29)
H (3.49, 4.81, 2.17)
H (3.81, 5.05, 3.88)
H (7.08, 3.07, 3.71)
H (6.60, 4.69, 4.37)
H (5.75, 3.29, 4.93)
H (3.68, 2.45, 1.89)
H (4.86, 1.62, 2.92)
H (3.56, 2.54, 3.62)
H (8.62, 5.49, 1.10)
H (8.20, 4.27, 2.21)
H (7.76, 5.94, 2.60)
H (6.59, 2.05, 0.79)
C (-0.43, 5.48, -0.13)
C (-0.50, 5.71, 1.38)
C (-1.05, 7.11, 1.67)
C (-2.55, 7.16, 1.36)
C (-3.38, 6.23, 2.17)
C (-2.86, 4.74, 1.99)
N (-1.39, 4.76, 2.07)
O (-0.88, 3.45, 1.75)
C (-3.37, 3.87, 3.15)
C (-3.26, 4.06, 0.69)
C (0.93, 5.56, 2.05)
H (-0.29, 4.41, -0.30)
H (0.40, 6.03, -0.58)
H (-1.40, 5.71, -0.60)
H (-0.99, 7.27, 2.76)
H (-0.51, 7.88, 1.10)
H (-2.70, 6.86, 0.33)
H (-2.87, 8.23, 1.48)
H (-4.43, 6.28, 1.87)
H (-3.29, 6.41, 3.22)
H (-2.83, 4.25, 4.03)
H (-4.45, 3.86, 3.20)
H (-2.97, 2.91, 2.87)
H (-2.82, 4.56, -0.17)
H (-2.91, 3.02, 0.73)
H (-4.32, 4.03, 0.47)
H (1.36, 4.58, 1.90)
H (0.89, 5.74, 3.13)
H (1.61, 6.22, 1.61)
H (-0.61, 3.10, 2.64)
C (-6.43, -0.34, -1.08)
C (-7.60, -1.16, -0.52)
C (-8.73, -0.18, -0.20)
O (-9.75, -0.91, 0.53)
C (-10.78, -0.02, 0.89)
N (-8.01, -2.25, -1.42)
H (-6.18, 0.47, -0.40)
H (-6.71, 0.22, -2.00)
H (-5.60, -1.00, -1.35)
H (-7.23, -1.56, 0.40)
H (-9.14, 0.27, -1.14)
H (-8.36, 0.56, 0.50)
H (-10.34, 0.84, 1.46)
H (-11.54, -0.46, 1.54)
H (-11.25, 0.42, 0.00)
H (-8.41, -1.86, -2.27)
H (-8.80, -2.73, -1.05)
C (3.47, 2.98, -2.75)
C (3.72, 1.56, -3.29)
C (2.86, 1.35, -4.53)
O (1.46, 1.31, -4.17)
C (0.77, 0.28, -4.91)
N (5.11, 1.23, -3.56)
H (4.03, 3.72, -3.32)
H (3.74, 3.00, -1.67)
H (2.40, 3.14, -2.80)
H (3.39, 0.82, -2.54)
H (3.05, 0.40, -5.03)
H (3.03, 2.19, -5.20)
H (1.24, -0.69, -4.69)
H (0.82, 0.51, -5.98)
H (-0.30, 0.31, -4.59)
H (5.58, 1.94, -4.11)
H (5.13, 0.42, -4.16)
C (-5.48, -0.25, 2.84)
C (-4.54, -1.42, 3.12)
C (-4.57, -2.41, 2.01)
O (-5.78, -3.11, 1.76)
C (-5.59, -4.03, 0.71)
N (-3.15, -1.00, 3.35)
H (-5.53, 0.52, 3.68)
H (-6.54, -0.62, 2.91)
H (-5.37, 0.24, 1.88)
H (-4.86, -1.84, 4.04)
H (-3.83, -3.18, 2.15)
H (-4.27, -1.85, 1.10)
H (-4.90, -4.85, 1.03)
H (-5.21, -3.51, -0.15)
H (-6.58, -4.39, 0.49)
H (-2.73, -0.61, 2.52)
H (-3.19, -0.35, 4.13)

Atom charges from the Löwdin analysis, given in e for atoms 1 to 5: -0.08 -0.32 -0.11 0.06 0.07